A molecular structure, C40H39N6OPRbSSe3 in a non-equilibrium geometry. Source: the Open Molecules 2025 dataset; level of theory: ωB97M-V with the def2-TZVPD basis set.

**Frontier orbital gap**: 5.5 eV
**E_tot**: -269923.2154 eV
**Maximum force**: 3.5 eV/Å
**Net charge**: -1
**E_HOMO**: -4.0 eV
**Energy above the lowest of the compared OMol25 structures with the same formula, charge and spin**: 210.7 kJ/mol

XYZ file:
```
92
Properties=species:S:1:pos:R:3:forces:R:3
Rb 13.806 16.225 12.989 0.249 -0.063 -0.104
Se 12.608 19.703 14.145 -0.356 0.392 -0.128
P 11.010 21.148 13.602 -0.788 -1.188 -0.640
Se 9.951 21.084 11.705 0.877 -0.178 0.062
C 9.685 21.013 14.842 -0.735 0.823 -0.626
C 9.931 20.495 16.093 -0.057 -1.266 0.990
C 8.872 20.318 16.981 -2.079 1.095 -0.402
C 7.585 20.819 16.643 0.415 -0.261 0.292
C 7.352 21.396 15.389 0.772 -0.458 0.375
C 8.388 21.479 14.475 0.993 -0.201 1.006
C 11.659 22.795 13.823 0.752 0.956 1.539
C 12.840 23.083 13.163 1.374 0.293 -0.093
C 13.578 24.229 13.427 -0.408 1.739 -0.285
C 13.064 25.214 14.320 1.568 -0.802 -0.576
C 11.927 24.915 15.024 -0.586 -0.659 0.983
C 11.270 23.687 14.837 -0.758 -0.056 -0.648
H 10.911 20.068 16.370 -0.539 0.513 -0.437
H 8.883 19.828 17.942 0.786 -0.085 0.107
H 6.771 20.755 17.393 0.552 -0.089 -0.629
H 6.390 21.733 15.068 -0.570 0.225 0.168
H 8.226 21.948 13.517 0.102 -0.228 -0.097
H 13.315 22.319 12.570 -0.183 -0.107 -0.460
H 14.500 24.512 12.865 -0.745 -0.734 0.556
H 13.712 26.081 14.545 -0.743 -0.367 -0.174
H 11.593 25.521 15.869 0.053 0.111 -0.430
H 10.393 23.438 15.451 0.455 0.195 -0.224
N 9.364 16.524 7.540 -0.790 0.066 0.011
C 10.150 16.021 8.531 0.704 -1.156 -0.210
O 10.024 14.869 8.941 0.102 1.311 -0.018
C 11.227 16.969 8.952 0.747 0.869 0.474
C 11.535 18.148 8.221 0.278 -0.242 0.804
C 12.458 19.072 8.729 0.007 -1.803 0.221
C 13.053 18.750 9.972 -0.645 0.569 -0.337
N 12.760 17.668 10.689 -0.020 -1.051 -1.006
C 11.935 16.741 10.138 0.085 1.101 -0.491
H 8.483 16.031 7.449 0.192 0.194 -0.236
H 9.352 17.529 7.416 -0.299 -0.391 0.063
H 11.092 18.270 7.237 0.148 0.272 0.125
H 12.815 19.890 8.120 -0.140 0.179 0.222
H 13.791 19.426 10.403 -0.232 -0.089 0.029
H 11.862 15.759 10.594 -0.210 0.143 0.299
N 12.218 17.617 17.392 0.604 0.246 -0.027
C 13.281 17.955 18.220 -0.353 -2.655 -0.378
S 14.156 16.760 19.085 -0.774 0.631 -0.378
N 13.589 19.222 18.273 0.046 1.956 -0.220
C 14.730 19.733 18.968 -0.557 0.504 1.295
C 15.956 19.657 18.368 1.629 -0.304 0.250
C 17.085 20.207 19.027 -1.220 -0.343 -0.346
C 16.892 20.778 20.260 1.825 0.700 0.330
C 15.650 20.900 20.861 0.008 -0.016 0.104
C 14.552 20.339 20.249 -0.454 -0.409 -1.244
H 12.040 16.619 17.360 0.138 0.330 -0.018
H 12.120 18.114 16.490 0.022 -0.162 0.671
H 13.088 19.896 17.686 0.177 -0.464 0.213
H 16.093 18.996 17.512 -0.184 0.598 -0.159
H 18.081 20.246 18.607 -0.122 -0.423 -0.196
H 17.827 21.137 20.753 -1.090 -0.008 -0.179
H 15.593 21.472 21.775 -0.258 -0.257 0.238
H 13.547 20.322 20.693 0.558 0.189 -0.221
C 15.999 8.026 8.940 0.996 0.479 -0.844
C 15.831 9.502 9.196 -1.415 -0.171 0.367
C 14.582 10.048 9.542 -0.374 0.376 0.001
C 14.470 11.388 9.898 0.000 1.409 0.057
C 13.100 11.930 10.214 1.135 2.246 0.431
C 15.594 12.298 9.953 0.232 -1.811 0.006
Se 15.627 14.051 10.700 -0.780 0.295 0.191
C 16.829 11.745 9.542 -1.720 -0.233 0.282
C 18.033 12.607 9.539 1.438 -0.139 -0.544
C 16.876 10.375 9.179 1.261 1.234 0.060
H 15.898 7.468 9.856 -0.120 -0.299 0.395
H 17.049 7.866 8.569 -1.072 -0.132 0.127
H 15.255 7.655 8.218 0.368 0.019 0.147
H 13.625 9.476 9.525 0.982 0.157 0.005
H 12.425 11.159 10.338 -1.536 -1.668 0.379
H 12.689 12.604 9.449 0.333 -0.175 -0.139
H 13.111 12.586 11.122 0.128 -0.709 -0.531
H 18.576 12.616 10.500 -0.259 -0.122 -0.208
H 17.855 13.662 9.304 -0.312 -0.374 0.017
H 18.710 12.209 8.770 0.209 0.082 0.218
H 17.845 9.998 8.894 0.372 -0.172 -0.100
N 17.970 11.563 18.266 -1.148 1.924 -1.928
C 17.565 12.351 17.495 1.394 -2.448 2.037
C 17.162 13.360 16.569 0.994 0.693 -0.202
C 16.565 14.496 17.087 -1.505 0.582 0.224
C 16.085 15.464 16.207 -0.246 0.983 -0.664
N 16.268 15.375 14.849 0.105 -0.213 1.398
C 16.997 14.349 14.398 0.628 -0.314 -0.124
C 17.542 13.337 15.235 -2.046 0.849 -0.379
H 16.302 14.515 18.148 0.165 0.303 -0.363
H 15.507 16.390 16.572 0.967 -1.726 -0.440
H 17.162 14.315 13.300 -0.219 -0.099 0.769
H 17.944 12.452 14.820 0.721 -0.513 -0.457
```
Positions in Å, forces in eV/Å.

These are the Mulliken partial charges, in e, on atoms 1 to 5: Rb 0.97; Se -0.42; P 0.32; Se -0.47; C 0.24

***

2 unconnected molecules or ions with the total composition C10H20N2O7 in a non-equilibrium geometry. Source: the Open Molecules 2025 dataset; level of theory: ωB97M-V with the def2-TZVPD basis set.

**Frontier orbital gap**: 8.0 eV
**E_tot**: -27999.1499 eV
**Maximum force**: 9.6 eV/Å
**SMILES string**: C[C@@H]1OC(=O)O[C@@H]1ON=O.COCCNCCOC
**E_HOMO**: -9.0 eV
**Energy above the lowest of the compared OMol25 structures with the same formula, charge and spin**: 750.0 kJ/mol

XYZ file:
```
39
Properties=species:S:1:pos:R:3:forces:R:3
C 1.500 -0.785 -3.687 0.303 1.151 0.228
C 0.243 0.214 -3.338 2.234 -0.159 -2.537
O -0.690 -0.081 -4.462 -2.377 3.169 2.520
C -1.614 1.082 -4.377 -3.848 -2.113 -0.285
O -2.941 0.936 -4.405 9.425 1.888 0.045
O -0.743 2.256 -4.213 -0.608 -2.993 -0.075
C 0.605 1.780 -3.758 -1.420 0.901 2.320
O 1.632 1.977 -4.795 -3.086 -1.271 0.089
N 2.864 2.117 -4.274 3.874 -3.012 -1.086
O 3.655 1.361 -4.862 -2.875 3.348 1.930
H 1.296 -1.900 -3.391 0.359 2.343 -0.560
H 2.444 -0.342 -3.135 -1.846 -1.273 -0.903
H 1.722 -0.661 -4.848 -0.650 -0.425 2.569
H -0.208 0.154 -2.260 0.685 0.088 -2.179
H 0.832 2.488 -2.831 -0.148 -1.644 -2.024
C -3.080 -0.670 1.652 -0.124 0.389 0.187
O -2.559 -0.045 2.821 -0.166 -0.656 -0.219
C -2.078 -0.969 3.801 0.410 0.481 0.578
C -0.541 -0.997 3.839 -0.473 -0.436 -0.520
N 0.017 -1.643 2.642 0.040 0.340 0.165
C 1.450 -1.399 2.437 -0.249 0.138 -0.207
C 1.945 0.061 2.358 0.280 -0.325 -0.248
O 1.546 0.764 1.180 -0.039 -0.035 0.385
C 0.203 1.224 1.191 0.266 0.010 -0.273
H -3.660 0.073 1.097 0.108 -0.034 0.177
H -2.279 -1.018 0.999 0.010 -0.213 -0.115
H -3.744 -1.506 1.902 0.129 0.049 -0.018
H -2.503 -1.973 3.674 0.103 0.108 -0.215
H -2.431 -0.590 4.774 0.111 -0.132 -0.264
H -0.209 -1.550 4.727 -0.043 0.053 -0.076
H -0.203 0.034 3.933 -0.022 0.205 0.195
H -0.482 -1.315 1.822 0.059 -0.060 0.209
H 1.710 -1.892 1.493 0.092 0.091 0.119
H 2.005 -1.920 3.226 -0.007 0.135 0.023
H 3.039 0.023 2.317 -0.129 0.007 -0.083
H 1.707 0.642 3.256 -0.212 0.005 -0.044
H -0.115 1.562 2.181 -0.042 -0.134 -0.043
H -0.455 0.441 0.815 -0.293 0.031 0.162
H 0.121 2.067 0.499 0.166 -0.016 0.071
```
Positions in Å, forces in eV/Å.

These are the natural (NBO) partial charges, in e, on atoms 1 to 5: C -0.66; C 0.04; O -0.52; C 0.97; O -0.54

***

A molecular structure, C49H69KN10OS2. Source: the Open Molecules 2025 dataset; level of theory: ωB97M-V with the def2-TZVPD basis set.

**Frontier orbital gap**: 4.0 eV
**E_tot**: -106879.5463 eV
**Maximum force**: 0.4 eV/Å
**Net charge**: -2
**E_HOMO**: -0.7 eV

XYZ file:
```
132
Properties=species:S:1:pos:R:3:forces:R:3
K 0.272 -0.786 1.435 -0.424 0.119 -0.073
C 5.663 2.405 1.530 -0.007 0.010 -0.012
C 5.319 1.342 0.487 -0.005 -0.003 -0.021
C 6.214 1.501 -0.748 -0.010 0.005 0.000
C 5.398 -0.067 1.051 -0.023 0.025 0.002
C 6.658 -0.548 1.380 0.003 0.001 0.015
C 6.872 -1.868 1.735 0.030 0.004 0.005
C 5.773 -2.717 1.732 -0.004 -0.013 0.020
C 4.487 -2.288 1.440 -0.006 -0.004 0.013
C 3.400 -3.350 1.497 0.020 -0.053 0.008
C 2.370 -3.116 2.602 0.117 0.121 -0.029
C 2.726 -3.542 0.142 -0.032 0.020 0.009
C 4.238 -0.906 1.125 0.067 -0.001 -0.043
N 2.981 -0.449 0.849 0.079 -0.057 0.128
C 2.603 0.749 1.423 -0.036 0.033 -0.031
C 1.708 1.682 0.998 0.104 -0.086 0.000
N 1.050 1.772 -0.239 0.126 0.082 0.109
C 0.454 2.936 -0.522 -0.073 -0.025 -0.241
C 0.564 4.225 0.161 0.042 -0.095 0.054
C -0.416 5.179 -0.060 -0.020 0.044 0.000
C -1.403 5.090 -1.038 -0.003 0.035 -0.008
C -1.292 4.021 -1.920 0.003 -0.005 0.031
C -0.393 2.996 -1.703 0.033 0.010 0.007
C -0.232 1.938 -2.775 -0.014 -0.037 0.020
C -1.556 1.283 -3.181 0.010 0.004 0.001
C 0.485 2.532 -3.996 -0.001 0.020 -0.016
C 1.795 4.773 0.900 0.056 0.037 -0.034
C 3.088 4.442 0.153 -0.021 -0.002 0.033
C 1.950 4.569 2.417 0.004 0.004 0.010
H 5.691 3.403 1.084 -0.003 0.003 0.003
H 6.641 2.204 1.977 0.007 -0.001 -0.002
H 4.920 2.411 2.329 0.001 -0.002 0.006
H 4.294 1.508 0.158 0.030 0.000 0.012
H 7.276 1.469 -0.487 0.010 -0.015 0.003
H 6.019 2.459 -1.239 0.007 0.011 0.005
H 6.026 0.699 -1.466 -0.010 0.002 -0.011
H 7.505 0.130 1.326 0.011 -0.001 0.003
H 7.860 -2.232 1.987 0.002 0.005 0.003
H 5.914 -3.764 1.989 0.000 0.000 0.001
H 3.916 -4.287 1.741 -0.018 -0.005 -0.029
H 1.944 -2.125 2.497 0.062 -0.009 0.148
H 2.827 -3.156 3.592 0.020 -0.018 -0.007
H 1.565 -3.854 2.566 -0.005 -0.009 -0.006
H 2.249 -2.612 -0.162 0.009 -0.004 0.009
H 1.971 -4.333 0.184 0.004 -0.011 -0.003
H 3.464 -3.815 -0.618 0.006 -0.011 -0.008
H 2.970 0.925 2.445 0.020 0.068 -0.020
H 1.416 2.393 1.760 -0.086 0.039 -0.072
H -0.356 6.095 0.524 -0.006 0.002 -0.007
H -2.129 5.880 -1.183 0.003 0.002 0.010
H -1.921 3.993 -2.808 -0.002 0.014 0.003
H 0.421 1.204 -2.291 -0.056 -0.061 -0.021
H -2.215 2.014 -3.654 -0.019 0.009 0.009
H -2.071 0.871 -2.311 0.009 0.008 -0.009
H -1.435 0.475 -3.915 0.038 -0.007 -0.004
H -0.027 3.438 -4.326 -0.011 -0.012 -0.006
H 0.509 1.852 -4.860 0.015 -0.006 0.008
H 1.511 2.807 -3.741 0.005 0.033 0.013
H 1.669 5.856 0.792 0.006 -0.018 -0.015
H 3.322 3.383 0.235 -0.006 -0.023 -0.019
H 3.925 5.012 0.569 -0.006 -0.005 0.012
H 2.989 4.696 -0.905 0.008 0.006 -0.007
H 2.465 3.645 2.676 0.000 0.006 -0.011
H 0.978 4.569 2.914 -0.007 -0.006 0.002
H 2.542 5.393 2.827 0.001 0.005 0.014
C -2.534 -1.393 -0.529 0.017 -0.072 -0.045
C -3.166 -1.836 0.761 -0.012 0.066 0.062
C -4.432 -2.473 0.737 0.010 -0.033 0.004
C -4.987 -2.866 1.916 0.014 0.041 -0.014
C -4.321 -2.611 3.138 0.006 -0.007 -0.036
C -4.915 -2.936 4.375 -0.013 -0.005 0.047
C -4.236 -2.626 5.527 -0.033 -0.013 -0.022
C -2.976 -2.026 5.483 0.007 0.014 -0.021
C -2.316 -1.700 4.294 0.002 -0.048 0.068
S -0.738 -1.023 4.343 0.058 -0.033 0.034
C -3.047 -1.980 3.075 -0.040 -0.146 -0.023
N -2.505 -1.632 1.873 0.023 0.068 -0.019
H -3.292 -1.140 -1.273 0.002 0.003 0.012
H -1.938 -2.209 -0.943 0.024 -0.028 -0.063
H -1.912 -0.512 -0.370 0.007 0.088 0.056
H -4.923 -2.651 -0.212 -0.005 -0.005 0.004
H -5.952 -3.361 1.942 0.002 0.002 -0.008
H -5.890 -3.411 4.391 -0.001 -0.001 0.006
H -4.672 -2.854 6.494 -0.017 -0.007 -0.006
H -2.459 -1.810 6.409 0.017 0.010 -0.012
N -2.987 -5.923 -1.266 0.015 -0.114 0.067
C -2.089 -5.375 -2.156 0.106 0.222 -0.095
O -1.586 -4.270 -1.919 -0.116 -0.066 0.026
C -1.815 -6.109 -3.365 -0.027 0.141 0.141
C -2.390 -7.364 -3.617 -0.027 -0.031 -0.241
N -2.885 -8.392 -3.822 0.002 -0.039 0.117
C -1.000 -5.483 -4.326 0.043 -0.040 -0.045
N -0.331 -4.943 -5.103 0.025 0.022 -0.022
H -2.944 -5.531 -0.339 -0.013 0.018 -0.033
H -3.175 -6.910 -1.330 -0.019 0.000 0.006
N 1.076 -0.692 -4.135 -0.052 0.047 -0.003
C 0.395 -1.995 -3.789 0.024 0.028 0.011
C 0.854 -2.366 -2.374 0.090 -0.176 -0.067
N 1.271 -1.219 -1.618 -0.178 0.223 0.111
C 2.458 -0.569 -2.117 0.081 -0.119 0.003
C 2.496 -0.650 -3.659 0.020 -0.016 0.016
H 0.585 0.064 -3.647 -0.015 -0.020 -0.023
H 1.007 -0.502 -5.131 -0.008 -0.038 0.005
H 0.667 -2.740 -4.533 -0.044 -0.016 -0.046
H -0.678 -1.814 -3.839 0.011 -0.028 -0.011
H 1.705 -3.050 -2.446 -0.003 0.010 0.040
H 0.068 -2.925 -1.882 -0.139 -0.032 0.036
H 0.567 -0.558 -1.307 0.031 -0.036 -0.082
H 3.359 -1.045 -1.716 -0.003 0.010 0.023
H 2.451 0.461 -1.758 0.005 0.005 -0.019
H 2.966 -1.565 -4.019 0.016 0.012 -0.008
H 2.983 0.211 -4.116 0.003 0.004 0.018
C -6.447 1.364 3.167 0.002 -0.009 0.015
C -5.079 0.878 2.716 -0.009 0.046 0.049
N -4.745 1.402 1.403 -0.006 -0.061 -0.054
C -3.513 1.854 1.059 0.049 0.115 -0.051
S -2.261 2.088 2.125 0.064 -0.048 0.106
N -3.344 2.128 -0.269 -0.007 -0.020 0.020
C -4.422 2.496 -1.166 -0.030 -0.017 -0.001
C -5.069 3.832 -0.815 -0.008 -0.012 0.006
H -6.667 0.976 4.162 -0.013 -0.004 0.001
H -7.235 1.017 2.493 -0.002 0.011 -0.009
H -6.481 2.454 3.200 0.011 0.006 0.008
H -5.055 -0.210 2.697 0.014 -0.062 0.009
H -4.295 1.203 3.398 -0.014 0.005 -0.013
H -5.328 1.077 0.648 -0.001 0.016 0.009
H -2.459 2.593 -0.453 -0.011 -0.028 0.012
H -5.174 1.701 -1.210 0.013 0.000 0.001
H -3.990 2.542 -2.165 0.009 0.010 -0.013
H -5.476 3.807 0.197 -0.006 0.003 0.000
H -5.878 4.069 -1.510 0.001 0.002 -0.010
H -4.319 4.623 -0.859 -0.004 -0.001 0.008
```
Positions in Å, forces in eV/Å.

These are the Mulliken partial charges, in e, on atoms 1 to 5: K 0.38; C -1.52; C 2.16; C -1.74; C 0.11

***

Which of these has the lowest frontier orbital gap? C49H69KN10OS2

***

Which of these has the lowest frontier orbital gap? C49H69KN10OS2